{"formula": "C32H19BrF15N4O4Sn", "method": "wB97M-V/def2-TZVPD", "symbols": ["Sn", "C", "N", "C", "C", "N", "C", "C", "F", "C", "F", "C", "F", "C", "F", "C", "F", "C", "C", "N", "C", "C", "F", "C", "F", "C", "F", "C", "F", "C", "F", "H", "H", "H", "H", "H", "H", "H", "H", "H", "H", "H", "O", "C", "O", "C", "C", "C", "C", "C", "N", "H", "H", "H", "H", "F", "C", "F", "C", "F", "F", "F", "Br", "C", "C", "C", "C", "C", "C", "C", "O", "O", "H", "H", "H", "H"], "positions_angstrom": [[0.02452, 0.18068, 0.04067], [-3.50960, -0.31225, 0.66640], [-2.55234, -0.50879, -0.42424], [-2.95691, 0.33554, -1.60536], [-2.13475, 0.16920, -2.87346], [-0.71953, 0.30848, -2.63575], [0.18922, 0.03462, -3.58166], [1.50736, 0.47261, -3.36005], [1.72659, 1.16682, -2.20622], [2.51487, 0.39255, -4.28289], [3.72108, 0.93649, -4.02770], [2.28941, -0.16745, -5.50803], [3.28995, -0.25968, -6.41586], [1.05790, -0.71758, -5.76341], [0.83659, -1.26594, -6.98734], [0.03954, -0.66106, -4.82617], [-1.11829, -1.27486, -5.20498], [-2.53868, -1.89848, -0.88796], [-2.32047, -2.95860, 0.18786], [-0.97950, -2.97774, 0.60868], [-0.12938, -3.82089, 0.06548], [-0.34245, -4.68968, -1.03463], [-1.49774, -4.66004, -1.72689], [0.62937, -5.47718, -1.56453], [0.39392, -6.14717, -2.68246], [1.89345, -5.45051, -1.01075], [2.87730, -6.17031, -1.51002], [2.16234, -4.67823, 0.08526], [3.38881, -4.66876, 0.61892], [1.16776, -3.88254, 0.62497], [1.45273, -3.15617, 1.68420], [-4.48645, -0.76625, 0.48032], [-3.59598, 0.77712, 0.86971], [-3.13816, -0.73338, 1.60408], [-2.86813, 1.37324, -1.23687], [-4.01123, 0.15126, -1.87071], [-2.52926, 0.91073, -3.60281], [-2.37466, -0.78347, -3.32328], [-1.76294, -1.97154, -1.63776], [-3.47541, -2.13795, -1.40454], [-2.70766, -3.90636, -0.18207], [-2.89789, -2.66068, 1.04842], [0.79537, 0.13601, 4.34024], [0.65721, 0.36612, 3.15573], [-0.06463, -0.22082, 2.29707], [1.48663, 1.54824, 2.58289], [2.20624, 2.41033, 3.40600], [2.94853, 3.42457, 2.79678], [2.90438, 3.57555, 1.42185], [2.17288, 2.67965, 0.69230], [1.45880, 1.69571, 1.24338], [2.24330, 2.23538, 4.48770], [3.49487, 4.06362, 3.45941], [3.43414, 4.36288, 0.88685], [2.11069, 2.76930, -0.39972], [3.43451, -1.07246, 1.28755], [3.46215, -0.62428, 0.03378], [3.42650, -1.66872, -0.79435], [4.76242, 0.10554, -0.16191], [5.05747, 0.80483, 0.90561], [4.68457, 0.99012, -1.14071], [5.79573, -0.66991, -0.43626], [-3.53384, 6.18415, 4.61247], [-2.93248, 4.44498, 4.08862], [-3.20251, 3.33669, 4.88709], [-2.91432, 2.05667, 4.39314], [-2.30622, 1.89816, 3.15270], [-1.90019, 3.02619, 2.43744], [-2.27423, 4.29861, 2.88702], [-1.16548, 2.94171, 1.10503], [-0.63516, 3.93691, 0.68235], [-1.26940, 1.81673, 0.49169], [-3.62088, 3.44132, 5.88995], [-3.15427, 1.15566, 4.96833], [-2.07991, 0.89820, 2.80866], [-1.99814, 5.20659, 2.32472]], "atomic_forces_ev_per_a": [[-0.53, -0.16, 0.06], [0.49, 0.95, 0.53], [-0.30, -0.29, -0.88], [0.27, 0.83, 0.86], [0.32, -0.11, -0.37], [0.05, 0.20, 0.54], [-1.26, -0.47, 0.08], [0.14, 0.39, 0.35], [0.33, -0.10, -0.26], [0.47, 0.62, 0.64], [-0.14, -0.10, 0.07], [0.51, -0.52, -0.83], [-0.09, 0.05, 0.04], [-0.52, 0.00, -0.45], [0.04, 0.05, 0.65], [0.24, 0.05, -0.28], [0.01, 0.32, 0.37], [-0.18, 0.03, -0.15], [-0.88, 0.37, -0.17], [0.65, 0.19, 0.57], [0.01, -0.29, -0.01], [-0.75, 0.22, -0.56], [0.22, -0.06, 0.14], [0.12, 0.19, -0.21], [0.05, -0.42, -0.24], [0.41, -0.41, -0.04], [0.33, -0.48, -0.49], [-0.10, 0.93, 0.98], [-0.20, -0.12, -0.12], [0.71, -0.17, -0.07], [-0.02, 0.10, 0.08], [-0.19, 0.09, -0.29], [-0.13, -0.71, -0.34], [0.15, -0.06, -0.16], [-0.07, -0.38, -0.26], [0.04, -0.11, 0.20], [0.14, -0.05, 0.31], [-0.26, -0.54, -0.21], [0.32, -0.12, -0.20], [-0.25, 0.01, 0.04], [0.00, -0.01, 0.08], [-0.36, -0.09, 0.34], [-0.17, -0.27, 0.57], [0.81, 1.00, -0.38], [-0.50, -0.41, -0.49], [-0.31, -0.16, -0.23], [0.37, -0.22, -0.32], [-0.73, -0.54, 0.52], [0.63, 0.50, 0.13], [-0.69, -0.31, -0.99], [0.66, 0.28, 0.83], [-0.20, 0.05, -0.57], [0.40, 0.49, -0.06], [-0.07, -0.16, 0.30], [0.02, -0.08, 0.45], [-0.65, 0.18, -0.11], [0.82, -1.84, 0.54], [-0.64, 0.30, -0.15], [0.17, 1.69, -0.68], [0.21, 0.41, 1.63], [-0.42, 0.35, -1.19], [0.39, -1.07, -0.03], [0.17, -0.24, 0.07], [-0.15, -0.47, 0.24], [-0.14, -0.45, 0.19], [-0.06, 0.24, 0.13], [0.24, 0.32, 0.25], [-0.53, 0.05, -0.13], [0.55, 0.59, -0.29], [-0.85, -0.11, 0.59], [0.80, 0.92, -0.44], [0.11, -0.84, -0.20], [-0.04, 0.09, -0.40], [0.08, 0.50, -0.06], [0.12, 0.15, -0.15], [-0.14, -0.78, 0.11]], "lowdin_charge": [1.413, -0.091, -0.259, -0.192, -0.275, -0.058, -0.225, -0.165, -0.005, -0.167, 0.096, -0.179, 0.077, -0.154, 0.082, -0.124, 0.049, -0.200, -0.211, 0.144, -0.174, -0.109, 0.098, -0.155, 0.139, -0.148, 0.150, -0.142, 0.127, -0.144, 0.147, 0.093, 0.093, 0.079, 0.112, 0.121, 0.126, 0.084, 0.103, 0.131, 0.116, 0.101, 0.049, -0.644, -0.196, -0.161, 0.017, -0.043, -0.052, -0.138, -0.009, 0.124, 0.099, 0.114, 0.123, 0.130, -0.210, 0.126, -0.649, 0.181, 0.167, 0.187, 0.682, -0.679, -0.130, -0.059, -0.029, -0.099, -0.075, -0.608, 0.076, -0.215, 0.098, 0.112, 0.086, 0.118], "charge": -1, "energy_ha": -6037.09140, "gap_ev": [4.51, 5.05], "spin_multiplicity": 1, "e_above_lowest_kcal_mol": 29.3}